Below is 9 unconnected molecules or ions with the total composition C36H84O22P2 at a distorted geometry, with properties calculated with ωB97M-V with the def2-TZVPD basis set.

HOMO: -7.7 eV
E: -3759.83154 a.u.
Structure (SMILES): COP(=O)(OC)OC.COP(=O)(OC)OC.Oc1ccc(O)cc1.COCCOC.COCCOC.COCCOC.COCCOC.COCCOC.COCCOC
HOMO-LUMO gap: 8.3 eV
M: 930.994 g/mol

Last column: Löwdin charge in e.
CARTESIAN COORDINATES (ANGSTROEM)
C (-1.83578, -2.98552, -3.21561)  -0.054
O (-2.32885, -1.65172, -3.56503)  -0.261
P (-1.41442, -0.53614, -4.32313)  0.435
O (-1.97700, 0.84752, -4.41107)  -0.250
O (-0.02389, -0.68317, -3.41339)  -0.277
C (1.22921, -1.06780, -4.02799)  -0.077
O (-1.12383, -1.30573, -5.63583)  -0.234
C (-2.18550, -1.59382, -6.60369)  -0.038
H (-0.79667, -3.08963, -3.52788)  0.069
H (-2.58408, -3.66462, -3.62423)  0.091
H (-1.83352, -3.12518, -2.13460)  0.077
H (1.21729, -0.62024, -5.02180)  0.086
H (1.41397, -2.14068, -3.97431)  0.081
H (1.94494, -0.50706, -3.42683)  0.066
H (-2.22972, -0.85384, -7.40280)  0.091
H (-3.08790, -1.58459, -5.99240)  0.083
H (-2.08839, -2.55984, -7.09914)  0.090
C (5.79788, 1.52214, -7.45165)  -0.138
O (5.38829, 1.69178, -6.15968)  -0.204
P (5.00827, 0.44331, -5.26856)  0.445
O (4.10952, -0.53957, -5.89532)  -0.230
O (4.46744, 1.08503, -3.86832)  -0.207
C (3.50923, 2.12350, -4.00770)  -0.111
O (6.47615, -0.17728, -4.85089)  -0.225
C (6.53525, -1.28166, -3.94588)  -0.107
H (5.20224, 2.10175, -8.15689)  0.096
H (6.00119, 0.48743, -7.72762)  0.097
H (6.74858, 2.04717, -7.54446)  0.091
H (2.59620, 1.82777, -3.49098)  0.073
H (3.34529, 2.49947, -5.01759)  0.094
H (3.89170, 3.03335, -3.54511)  0.082
H (7.03557, -0.86644, -3.07103)  0.088
H (7.13542, -2.16081, -4.18040)  0.086
H (5.52120, -1.62231, -3.73671)  0.075
O (1.89882, 0.59000, 2.11701)  0.007
C (1.44530, 0.96065, 3.40040)  -0.217
C (2.34657, 0.75780, 4.50351)  0.000
C (1.90095, 1.15860, 5.74756)  -0.039
C (0.64188, 1.69554, 5.93454)  -0.364
O (0.14036, 1.80096, 7.19349)  0.025
C (-0.23447, 1.88427, 4.91742)  -0.049
C (0.15811, 1.59533, 3.65138)  -0.013
H (1.18186, 0.82483, 1.52336)  0.042
H (3.32355, 0.30395, 4.42645)  0.109
H (2.39152, 0.94140, 6.68488)  0.112
H (-0.43421, 2.56908, 7.23161)  0.105
H (-1.28074, 2.14905, 4.95772)  0.125
H (-0.51757, 1.66473, 2.81171)  0.105
C (0.55052, 4.62318, -3.47705)  -0.068
O (1.68555, 4.09934, -2.75414)  -0.201
C (2.35796, 5.13847, -2.05794)  -0.230
C (2.80285, 6.41509, -2.63766)  -0.230
O (3.63902, 6.19946, -3.77240)  -0.162
C (3.38983, 7.16922, -4.80972)  -0.097
H (0.03468, 3.79325, -3.95997)  0.090
H (0.70711, 5.35873, -4.26607)  0.077
H (-0.17352, 5.05832, -2.78819)  0.085
H (3.21911, 4.59003, -1.67620)  0.129
H (1.76991, 5.34001, -1.16258)  0.127
H (3.29405, 6.95950, -1.83116)  0.131
H (1.96135, 7.06268, -2.88387)  0.119
H (4.05634, 7.11642, -5.67057)  0.083
H (3.41545, 8.21923, -4.51830)  0.086
H (2.42193, 6.92456, -5.24722)  0.076
C (-5.36227, -2.13060, 0.82467)  -0.128
O (-4.87992, -3.18328, 1.61122)  -0.212
C (-5.79597, -4.26389, 1.98140)  -0.196
C (-5.16169, -5.33870, 2.77834)  -0.155
O (-5.16738, -5.17903, 4.24875)  -0.185
C (-4.57292, -4.05360, 4.84232)  -0.114
H (-4.65818, -1.30220, 0.74647)  0.084
H (-6.34619, -1.78300, 1.13959)  0.084
H (-5.50191, -2.34827, -0.23420)  0.077
H (-6.12000, -4.71615, 1.04408)  0.124
H (-6.62986, -3.77242, 2.48258)  0.132
H (-4.17072, -5.42435, 2.33255)  0.129
H (-5.86985, -6.13146, 2.53720)  0.126
H (-3.56059, -3.86560, 4.48461)  0.066
H (-4.56588, -4.30765, 5.90227)  0.094
H (-5.04504, -3.10134, 4.60068)  0.084
C (-6.12932, 3.69814, -0.55339)  -0.083
O (-5.87127, 5.00245, 0.01007)  -0.186
C (-4.81676, 5.79966, -0.58706)  -0.202
C (-3.43065, 5.43670, -0.17748)  -0.217
O (-2.97055, 4.23168, -0.80483)  -0.212
C (-2.03329, 3.38528, -0.11924)  -0.078
H (-6.88274, 3.12260, -0.01560)  0.083
H (-5.19937, 3.14698, -0.69312)  0.074
H (-6.52114, 3.85896, -1.55773)  0.080
H (-5.00997, 6.81983, -0.25538)  0.124
H (-4.80328, 5.86177, -1.67521)  0.124
H (-3.46948, 5.47063, 0.91130)  0.128
H (-2.69413, 6.16105, -0.52527)  0.123
H (-2.61522, 2.78341, 0.57876)  0.083
H (-1.26151, 3.85534, 0.49027)  0.089
H (-1.75353, 2.72872, -0.94310)  0.083
C (0.36919, -1.12327, 8.65042)  -0.054
O (0.06188, -2.48324, 8.17053)  -0.206
C (-0.13468, -2.53550, 6.77523)  -0.209
C (-0.47016, -3.99502, 6.35809)  -0.167
O (-0.70481, -4.01725, 4.95212)  -0.211
C (-0.75119, -5.31949, 4.42920)  -0.131
H (-0.55123, -0.55129, 8.53303)  0.081
H (1.23665, -0.69862, 8.14518)  0.071
H (0.55788, -1.26007, 9.71521)  0.085
H (0.72025, -2.05755, 6.29694)  0.118
H (-0.97111, -1.89441, 6.49687)  0.118
H (-1.41056, -4.30475, 6.81395)  0.123
H (0.29877, -4.70665, 6.65881)  0.124
H (-1.20104, -5.11390, 3.45788)  0.081
H (-1.29577, -6.19782, 4.77569)  0.093
H (0.26940, -5.63644, 4.21465)  0.078
C (2.73794, -3.54485, 2.55287)  -0.084
O (2.81290, -3.46675, 1.13892)  -0.185
C (3.07803, -2.19177, 0.71074)  -0.225
C (3.30115, -2.18250, -0.80727)  -0.177
O (2.24236, -2.61666, -1.64040)  -0.205
C (1.98032, -4.02968, -1.72563)  -0.080
H (2.53997, -4.57790, 2.83873)  0.083
H (1.88708, -3.00850, 2.97295)  0.083
H (3.66585, -3.23642, 3.03449)  0.090
H (3.96425, -1.77743, 1.19140)  0.133
H (2.16175, -1.63278, 0.90068)  0.098
H (4.20301, -2.71444, -1.11023)  0.121
H (3.50557, -1.15921, -1.12221)  0.119
H (2.81645, -4.67334, -1.99894)  0.086
H (1.24688, -4.21691, -2.50993)  0.071
H (1.63316, -4.43388, -0.77474)  0.079
C (0.71903, 1.30841, -1.05383)  -0.050
O (0.05236, 0.61905, 0.05607)  -0.218
C (-0.65468, -0.54689, -0.32287)  -0.205
C (-0.89489, -1.43632, 0.81575)  -0.187
O (-1.56025, -0.61260, 1.76432)  -0.169
C (-1.82288, -1.28354, 2.96474)  -0.113
H (1.63705, 0.83503, -1.40204)  0.078
H (1.01065, 2.31743, -0.76240)  0.084
H (0.02604, 1.36487, -1.89328)  0.076
H (-0.01629, -1.10088, -1.01109)  0.114
H (-1.56142, -0.12539, -0.75675)  0.140
H (0.08141, -1.75060, 1.18476)  0.115
H (-1.40136, -2.37059, 0.57343)  0.133
H (-2.38294, -2.21111, 2.84622)  0.075
H (-2.38572, -0.66928, 3.66759)  0.089
H (-0.93484, -1.49745, 3.55949)  0.078

Cartesian forces, eV/Å:
C -0.3013 1.2188 0.0088
O -0.0399 0.7931 0.4024
P 0.2628 0.2493 3.1202
O 0.7297 -2.4190 0.2169
O -2.0965 -0.1187 -1.7204
C -0.2319 1.5244 0.1091
O 0.8286 -0.6320 -2.4529
C -0.3137 0.4588 0.8283
H -0.2676 -0.3897 -0.4274
H 0.5574 -0.2357 -0.2841
H -0.1521 0.3863 0.0990
H 0.5042 -0.6164 -0.1652
H -0.1207 0.2032 -0.1830
H 0.3806 -0.4593 -0.1612
H 0.1481 0.2793 0.3851
H -0.3537 -0.0695 -0.5589
H 0.5790 -0.0998 0.5586
C 1.9206 0.6975 -2.2115
O -0.9188 -0.1068 2.5437
P 0.6271 -1.1096 1.5457
O 0.3045 0.4488 0.2426
O 1.2629 -0.7632 -2.1005
C -0.4271 1.3278 0.6208
O -1.1959 0.6159 -1.1604
C -0.3167 0.4107 1.1674
H -0.7081 -0.6333 0.0452
H -0.5330 0.0175 -0.1613
H 0.4038 -0.1633 0.1030
H -0.0078 0.0914 -0.3310
H -0.2618 -0.7639 -0.2662
H 0.1088 -0.2264 0.4817
H -0.4183 -0.1574 0.3945
H 0.0402 0.3293 -1.1871
H 0.0920 -0.0923 0.3097
O -0.5312 0.6478 2.3743
C 0.7125 0.5207 0.4886
C -1.6029 0.5019 -1.2529
C -0.5721 -0.1085 0.7166
C -0.3399 -0.5411 0.5182
O 0.3325 0.3958 1.4795
C -0.6623 0.2357 -1.5903
C 2.7979 -1.9775 -2.1852
H -0.5192 -0.2473 -0.8697
H -0.0481 -0.0635 -0.4310
H 0.6277 0.0246 -0.1360
H -0.1099 -0.0045 0.0809
H -0.0394 0.3279 0.9058
H -0.1093 0.1139 -0.1067
C -0.5675 -0.8790 0.3732
O -0.8433 1.7131 -1.8374
C 0.2820 -2.2791 1.8449
C -0.2387 0.6253 -1.2191
O 0.1901 1.1257 -0.3872
C -0.4716 -0.5947 -0.3134
H 0.1910 -0.2113 0.1261
H 0.8428 0.1017 0.0815
H -0.0386 0.1213 0.2868
H 0.3804 0.2085 0.0507
H -0.2393 0.4622 0.2214
H 0.4980 -0.0181 0.0598
H -0.2659 -0.0435 -0.3914
H 0.5939 -0.6207 0.4794
H -0.0768 -0.0579 0.5940
H -0.3745 0.3168 0.0919
C -0.6717 0.0940 -0.6936
O 0.6751 -0.7804 0.6914
C 0.0636 2.8086 -1.2122
C -0.3162 1.0978 1.5178
O -0.4165 -0.8541 -2.1550
C 0.5957 0.1136 -0.5727
H 0.1903 -0.0642 0.8611
H -0.0323 0.2529 0.4403
H -0.0503 -0.8695 -0.2885
H -0.3234 -0.0634 -0.1255
H -0.3660 -0.3157 0.1192
H 0.3087 -0.6831 0.4278
H 0.7115 -0.7719 0.6351
H 0.4865 -0.4353 0.0896
H 0.0009 0.5157 -0.0083
H -0.7081 -0.0194 0.2913
C 0.7379 0.9692 -1.1165
O 0.4611 -0.0711 -0.0670
C -0.7585 -0.2944 -0.3465
C 0.9658 -0.5200 0.1554
O -0.2741 0.3684 0.6048
C -1.9065 -0.2942 -0.3205
H 0.2479 0.4501 0.5002
H -0.0445 -0.1964 0.3380
H -0.1743 -0.0963 -0.2438
H -0.0448 -0.0204 0.2080
H -0.7041 -0.4873 -0.3422
H 0.5665 -0.7182 0.3147
H -0.2962 0.7807 0.2126
H 0.0450 -0.2815 0.2561
H 0.3417 0.3674 -0.6257
H 0.8662 0.0126 0.4645
C -0.9852 -2.0137 -0.1014
O 0.5380 0.7437 0.5030
C -0.3491 -0.1511 0.2641
C -0.1399 1.0535 -0.1288
O -0.1525 -0.2378 1.3903
C 0.6370 0.4417 -2.6234
H 0.3072 0.4697 -0.1700
H -0.1523 0.0597 -0.1134
H 0.1496 0.1439 -0.1045
H 0.3857 -0.5577 -0.5153
H -0.4401 0.0413 -0.1164
H 0.0178 0.0758 0.5270
H 0.2984 0.0586 -0.0592
H 0.0276 -0.3917 -0.3527
H -0.4058 0.5958 1.3747
H 0.2252 -0.2988 0.1506
C -0.3734 -0.6831 0.0187
O 0.2201 -1.8876 1.0471
C -0.7678 0.5921 -1.7140
C 0.4877 -0.0771 -0.2296
O -0.5630 -0.8065 0.0080
C 0.0565 0.1092 0.4828
H 0.2329 -0.1610 -0.2762
H -0.0189 0.5796 -0.1354
H 0.0988 0.2195 -0.0303
H 0.0062 0.3521 0.1684
H 0.3302 0.8619 0.2186
H 0.2564 -0.4407 0.3401
H -0.2071 0.2516 0.1472
H 0.6929 0.4694 -0.0725
H -0.2121 0.4396 0.0947
H -0.2520 0.1748 0.0179
C -0.8550 -0.3662 0.4267
O 1.7388 1.2906 0.0271
C 0.5409 0.5978 -1.6849
C 0.2799 0.8079 1.3546
O -0.3815 -0.7256 0.2345
C -0.0548 -0.1284 1.1722
H -0.0118 -0.5761 0.2007
H -0.3348 -0.0885 0.3669
H 0.0258 0.0865 -0.0770
H -0.3841 -0.0429 -0.5854
H -0.3792 -0.7793 -0.4485
H 0.2425 -0.0122 0.4563
H -0.5905 0.1192 -0.1964
H -0.0663 -0.1556 -0.3208
H -0.3442 0.4253 -0.4688
H 0.5644 -0.2655 -0.3414